# 1
89
Properties=species:S:1:pos:R:3 method="wB97M-V/def2-TZVPD" spin_multiplicity=4 lumo_energy_ev="-3.719 / -3.950" total_energy_ha=-5828.61402 e_homo_ev="-10.12 / -10.25" orbital_gap_ev="6.40 / 6.30" total_charge=+1
Cr -0.30251 -0.41687 -0.08565
C 3.36037 -3.01340 -0.11014
O 3.61960 -1.68579 -0.67349
C 2.48108 -1.04256 -0.49643
N 1.44247 -1.66990 -0.09245
C 1.84059 -3.12203 -0.15421
C 1.21478 -4.06636 0.83934
C -0.05396 -4.55848 0.55668
C -0.65126 -5.49023 1.38658
C 0.02315 -5.95386 2.50979
C 1.29508 -5.48331 2.79109
C 1.89144 -4.54488 1.95653
C 2.40654 0.38477 -0.89649
C 3.43683 1.18095 -1.35381
C 3.12971 2.49258 -1.70498
C 1.82699 2.96271 -1.58122
C 0.86884 2.08360 -1.11289
N 1.16343 0.83458 -0.79427
C -0.56063 2.38035 -0.86649
N -1.36266 1.49444 -0.42002
C -2.65333 2.20615 -0.17029
C -2.40788 3.58465 -0.82181
O -0.96978 3.61710 -1.07435
C -3.92474 1.55782 -0.66492
C -5.02770 2.38608 -0.87356
C -6.24611 1.85686 -1.26627
C -6.37459 0.48828 -1.45447
C -5.28365 -0.33841 -1.23775
C -4.06146 0.18960 -0.83976
H 3.77062 -3.00665 0.89634
H 3.87217 -3.74555 -0.72527
H 1.53057 -3.43532 -1.15655
H -0.55646 -4.21809 -0.33565
H -1.64107 -5.86267 1.15458
H -0.43986 -6.68645 3.15776
H 1.83296 -5.85175 3.65450
H 2.88886 -4.20439 2.19782
H 4.43904 0.78346 -1.42990
H 3.90663 3.14789 -2.07460
H 1.55265 3.97447 -1.84337
H -2.72230 2.31200 0.91692
H -2.64652 4.43196 -0.18702
H -2.90818 3.67840 -1.78259
H -4.95320 3.45680 -0.71773
H -7.09099 2.51343 -1.42639
H -7.32004 0.06822 -1.77076
H -5.37846 -1.40501 -1.38630
H -3.22555 -0.47278 -0.66689
C 0.50877 2.85872 5.46965
C 0.37470 2.02566 4.22884
C 1.47501 1.67745 3.45442
C 1.29711 0.90152 2.32642
N 0.10598 0.45071 1.92060
C -0.95670 0.76409 2.67862
C -0.86170 1.53952 3.81492
H 1.51142 3.26819 5.57212
H 0.29637 2.25343 6.35250
H -0.20599 3.68174 5.46234
H 2.47137 1.99816 3.72894
H 2.15756 0.60649 1.73801
H -1.90154 0.34417 2.35892
H -1.75797 1.74987 4.38485
F -6.15934 -5.38635 5.52070
C -4.84817 -5.64795 5.42584
F -4.73393 -6.93241 5.04534
F -4.32702 -5.55723 6.65712
C -4.16203 -4.72472 4.45561
C -2.85126 -4.32981 4.68077
C -2.20781 -3.52443 3.75616
C -2.87020 -3.10685 2.60107
C -4.18876 -3.50853 2.38701
C -4.83171 -4.31526 3.31051
C -2.18310 -2.29021 1.63434
C -1.64034 -1.59255 0.80009
H -2.33668 -4.65276 5.57533
H -1.17958 -3.22178 3.91167
H -4.70458 -3.18573 1.49183
H -5.85541 -4.62282 3.14462
Se -0.55101 -1.15537 -2.40214
C -2.21455 -2.01779 -2.76132
C -2.89325 -1.68761 -3.92538
C -4.04825 -2.38912 -4.24312
N -4.55480 -3.37568 -3.50404
C -3.88611 -3.68048 -2.39110
C -2.73329 -3.03584 -1.97275
H -2.53228 -0.90147 -4.57463
H -4.59574 -2.14396 -5.14649
H -4.30065 -4.48498 -1.79153
H -2.26602 -3.31042 -1.04199

# 2
96
Properties=species:S:1:pos:R:3 method="wB97M-V/def2-TZVPD" spin_multiplicity=2 lumo_energy_ev="3.659 / 3.659" total_energy_ha=-5779.60770 e_homo_ev="-3.02 / -2.95" orbital_gap_ev="6.68 / 6.61" total_charge=-2
Cr -0.06939 0.34862 -2.37943
S 2.12696 -0.57727 -2.23424
C 1.39562 -2.01109 -1.64532
S -0.32224 -1.93918 -1.63005
C 2.11263 -3.10886 -1.19754
C 1.51952 -4.22591 -0.60471
N 1.11753 -5.18140 -0.09758
C 3.50886 -3.15575 -1.24778
N 4.65589 -3.25916 -1.29063
C -3.38268 1.63368 -0.79838
C -3.27380 0.87440 -2.06374
N -2.15339 0.52648 -2.66277
C -2.49278 -0.17242 -3.78594
C -3.87132 -0.24659 -3.87397
N -4.33659 0.42623 -2.76588
C -4.78998 -0.88057 -4.82140
O -4.25002 -1.49970 -5.84913
O -5.99641 -0.82378 -4.63995
C -1.39619 -0.61846 -4.67916
O -1.68369 -1.22485 -5.73230
O -0.24817 -0.29499 -4.27540
H -2.61428 1.27635 -0.11321
H -4.37104 1.50801 -0.35961
H -3.20122 2.69410 -0.97811
H -5.31666 0.57383 -2.57955
H -3.21750 -1.43255 -5.86788
C -1.18587 -1.01337 3.22805
P -0.77506 -0.89596 1.38006
C 0.99106 -1.38410 1.56059
C 1.45108 -2.52360 2.20982
C 2.80420 -2.78306 2.31280
C 3.73105 -1.88165 1.81932
C 3.28822 -0.72912 1.19641
C 1.93363 -0.49034 1.05937
C -1.77371 -2.41100 0.97006
C -1.58460 -3.72326 1.38210
C -2.47197 -4.71582 1.00613
C -3.57414 -4.42250 0.22385
C -3.79845 -3.11104 -0.16280
C -2.90968 -2.12432 0.21301
P -0.99788 0.68149 3.92519
C -1.13288 0.31476 5.72005
C -0.59973 1.24709 6.60820
C -0.70674 1.06710 7.97236
C -1.36100 -0.04675 8.47534
C -1.91307 -0.96840 7.60290
C -1.80680 -0.78650 6.23529
C 0.83123 0.87495 3.90821
C 1.36621 2.00564 3.30560
C 2.73312 2.21801 3.29390
C 3.57700 1.30836 3.90382
C 3.05038 0.18380 4.51879
C 1.68617 -0.03239 4.52368
H -0.59045 -1.75280 3.76932
H -2.24789 -1.27326 3.29498
H 0.76126 -3.23697 2.63004
H 3.13769 -3.70520 2.77049
H 4.78906 -2.08445 1.91073
H 3.99848 -0.01838 0.80121
H 1.59879 0.38999 0.53805
H -0.73103 -4.01111 1.97102
H -2.28010 -5.73268 1.32023
H -4.23789 -5.21019 -0.10464
H -4.66387 -2.86240 -0.76299
H -3.05812 -1.10674 -0.11912
H -0.08810 2.11224 6.20932
H -0.27851 1.79566 8.64679
H -1.44201 -0.19294 9.54357
H -2.42809 -1.83814 7.98833
H -2.24720 -1.51379 5.56992
H 0.70466 2.72165 2.84071
H 3.13736 3.09477 2.80830
H 4.64500 1.47502 3.90783
H 3.70880 -0.52791 4.99751
H 1.28367 -0.90553 5.01888
C -0.08888 2.19234 -0.01679
O -0.20345 0.96050 -0.60315
H -0.43837 2.13487 1.02954
H -0.68127 2.95481 -0.54576
H 0.95639 2.54558 -0.01391
O -0.46184 4.65587 -7.40883
S 0.34538 4.90583 -6.24001
O 0.47420 6.30139 -5.88057
N -0.13923 4.02667 -4.93669
C 0.82717 3.25914 -4.52475
S 0.81660 2.54037 -2.98053
C 2.04403 3.23438 -5.34212
C 3.18698 2.45665 -5.18539
C 4.22493 2.62513 -6.08574
C 4.14595 3.55678 -7.11699
C 3.00005 4.33230 -7.27695
C 1.96870 4.14571 -6.39157
H 3.24713 1.73484 -4.38472
H 5.11271 2.01477 -5.98714
H 4.97318 3.67805 -7.80568
H 2.91670 5.05997 -8.07117

# 3
99
Properties=species:S:1:pos:R:3 method="wB97M-V/def2-TZVPD" spin_multiplicity=1 lumo_energy_ev=-3.189 total_energy_ha=-4057.04380 e_homo_ev=-10.66 orbital_gap_ev=7.47 total_charge=+1
Zr -1.72647 -0.81977 -0.91028
O -2.53479 -2.15696 2.97484
C -2.65733 -1.83992 1.82362
N -1.81207 -2.17507 0.75739
C -1.21723 -3.42127 0.69767
O -1.29655 -4.30330 1.51446
C -0.52269 -3.69284 -0.63981
C -0.07427 -4.97667 -0.89041
C 0.44315 -5.26800 -2.14279
C 0.46398 -4.27384 -3.10829
C -0.01269 -3.01763 -2.78068
N -0.48056 -2.72655 -1.56884
C -3.86042 -1.02496 1.37155
C -4.97156 -0.92821 2.18657
C -6.07671 -0.23730 1.71355
C -6.03976 0.30080 0.43554
C -4.88849 0.15292 -0.31944
N -3.81386 -0.47423 0.15457
H -0.15248 -5.71001 -0.10029
H 0.80971 -6.26034 -2.36851
H 0.83887 -4.46163 -4.10440
H -0.03327 -2.22035 -3.51551
H -4.94361 -1.39228 3.16209
H -6.96240 -0.13575 2.32623
H -6.88952 0.82266 0.01877
H -4.81443 0.51854 -1.33631
C 0.41303 0.60172 -4.69363
O -0.99736 0.47726 -4.44277
C -1.44558 0.45291 -3.19394
O -0.60005 0.51166 -2.19816
N -2.69965 0.33966 -2.88937
N -3.03868 -2.12272 -1.89416
H 0.99048 0.36343 -3.80538
H 0.62229 1.62296 -5.00535
H 0.64691 -0.08242 -5.50471
H -3.24094 0.16799 -3.73192
H -3.01322 -2.35205 -2.87935
H -3.46291 -2.90192 -1.40373
C -1.21256 4.41883 -0.64336
Te -2.46481 2.69654 -0.62839
C -3.83810 3.86665 0.50298
C -3.18642 5.21444 0.70091
C -3.83910 6.20408 1.43415
C -3.25711 7.44641 1.60144
C -2.01598 7.71516 1.03440
C -1.36131 6.73732 0.30974
C -1.94203 5.48123 0.14164
H -1.02969 4.71795 -1.67548
H -0.27002 4.11695 -0.18661
H -4.01455 3.33552 1.43741
H -4.77752 3.93684 -0.04586
H -4.80646 5.99544 1.87437
H -3.77107 8.21033 2.16890
H -1.56049 8.68800 1.16008
H -0.39240 6.94341 -0.12839
F 6.78310 -3.96721 -2.41940
C 6.27621 -2.85484 -2.97387
F 7.25649 -1.93637 -2.98417
F 5.97973 -3.13900 -4.25108
C 5.07485 -2.36332 -2.21056
C 5.16244 -2.24845 -0.82579
C 4.07129 -1.81151 -0.10134
C 2.87253 -1.49783 -0.74757
C 2.81676 -1.58097 -2.13086
C 3.91183 -2.01336 -2.86945
P 1.40869 -0.85948 0.15230
C 1.40589 -1.81758 1.69995
C 0.81375 -1.29594 2.85023
C 0.65554 -2.07232 3.98481
C 1.09811 -3.38558 3.98221
C 1.70525 -3.91696 2.85618
C 1.85028 -3.13991 1.71964
C 0.94741 -4.24318 5.21053
F 0.00534 -3.77450 6.03880
F 2.09973 -4.29652 5.90676
F 0.62329 -5.50505 4.89259
C 2.10384 0.78198 0.56650
C 2.71968 1.11683 1.76215
C 3.17917 2.41303 1.97599
C 3.03927 3.36310 0.98197
C 2.46458 3.02482 -0.23985
C 1.99273 1.74505 -0.44008
C 3.49081 4.78210 1.18605
F 2.47758 5.64558 0.95265
F 4.47865 5.11252 0.33750
F 3.93005 5.00832 2.42803
H 6.08640 -2.49868 -0.32081
H 4.15243 -1.71387 0.97400
H 1.90894 -1.29670 -2.64510
H 3.85826 -2.07780 -3.94760
H 0.46718 -0.26962 2.87283
H 0.17556 -1.66184 4.86187
H 2.04629 -4.94363 2.85875
H 2.30634 -3.57748 0.84073
H 2.83486 0.38160 2.54789
H 3.63986 2.67724 2.91766
H 2.38202 3.77011 -1.02171
H 1.51861 1.48612 -1.38037
Te -1.28086 1.36949 1.38426

# 4
94
Properties=species:S:1:pos:R:3 method="wB97M-V/def2-TZVPD" spin_multiplicity=3 lumo_energy_ev="2.133 / 2.131" total_energy_ha=-5050.92642 e_homo_ev="-4.06 / -5.25" orbital_gap_ev="6.19 / 7.38" total_charge=-1
Ti 0.77057 -0.10149 -1.10589
Te -3.25560 -0.94317 2.28331
C -2.81171 0.41718 3.84511
C -3.66745 0.52012 4.93774
C -3.36093 1.41560 5.94938
N -2.28507 2.20183 5.94948
C -1.47456 2.09295 4.89673
C -1.68745 1.22867 3.83438
C -1.67827 -0.58538 0.99966
P -1.54874 0.70694 -0.16692
C -1.89422 2.32505 0.61850
C -0.83180 3.19827 0.83642
C -1.02383 4.37182 1.55510
C -2.27883 4.67950 2.05934
C -3.34838 3.82237 1.82967
C -3.15829 2.65444 1.10842
C -2.95055 0.61642 -1.35035
C -3.63220 -0.57684 -1.56480
C -4.57936 -0.68244 -2.57616
C -4.85162 0.40479 -3.39263
C -4.17474 1.60234 -3.19102
C -3.23317 1.70637 -2.17857
P -0.08921 -1.31913 1.08668
C -0.25024 -3.14180 1.01210
C -1.12814 -3.67386 0.06734
C -1.20536 -5.04034 -0.14308
C -0.40405 -5.90387 0.59399
C 0.47746 -5.38750 1.52996
C 0.55895 -4.01522 1.73242
C 0.59608 -1.04951 2.76578
C 0.08610 -1.66853 3.90715
C 0.53007 -1.29873 5.16733
C 1.49355 -0.30759 5.30523
C 2.01868 0.30631 4.17738
C 1.57148 -0.06573 2.91627
H -4.56383 -0.08543 5.01116
H -4.01851 1.50743 6.80891
H -0.59863 2.73421 4.89900
H -0.98399 1.19020 3.01326
H 0.14396 2.95262 0.43188
H -0.19146 5.04502 1.71964
H -2.42655 5.58714 2.63162
H -4.32847 4.05993 2.22498
H -3.99022 1.98045 0.93921
H -3.40943 -1.42618 -0.92987
H -5.10250 -1.61865 -2.72717
H -5.58613 0.32182 -4.18389
H -4.38212 2.45626 -3.82446
H -2.70881 2.64317 -2.02207
H -1.73900 -2.99909 -0.52110
H -1.87827 -5.43112 -0.89609
H -0.45676 -6.97232 0.42582
H 1.11441 -6.05277 2.10038
H 1.26310 -3.62520 2.45733
H -0.67834 -2.43006 3.80715
H 0.11063 -1.77215 6.04663
H 1.82867 -0.01078 6.29134
H 2.77116 1.07883 4.27845
H 1.96539 0.42474 2.03158
O 5.74023 3.01756 -1.81686
C 6.06609 1.79498 -1.44255
O 7.21222 1.40845 -1.40362
C 4.94929 0.88765 -1.06236
C 5.11974 -0.42921 -0.67781
N 3.90191 -0.93028 -0.42415
N 2.94675 -0.02276 -0.62550
C 3.55405 1.08428 -1.02300
C 2.64959 2.21788 -1.42345
O 3.16031 3.29509 -1.76069
O 1.41680 1.93388 -1.38373
H 4.74015 3.17008 -1.80651
H 6.02188 -1.00867 -0.58418
H 3.62502 -1.88626 -0.24234
N -0.28923 -0.17804 -3.18658
C 0.64058 0.52185 -3.99942
C 1.85479 -0.07568 -4.32785
C 2.82576 0.65209 -5.00143
C 2.59715 1.97368 -5.35367
C 1.38013 2.56105 -5.03482
C 0.40509 1.84237 -4.36517
H -1.21209 0.24080 -3.19391
H -0.33865 -1.18240 -3.38810
H 2.03458 -1.10508 -4.04511
H 3.77165 0.18255 -5.24171
H 3.36531 2.54516 -5.85720
H 1.19651 3.59715 -5.28829
H -0.52860 2.31424 -4.08148
Cl 1.26462 -5.74021 -2.89484
C 2.06597 -4.20388 -2.53348
Cl 3.07302 -4.37463 -1.07252
C 1.06574 -3.01505 -2.47185
O 0.15924 -3.02426 -3.30232
O 1.35890 -2.11817 -1.63772
H 2.75205 -4.01409 -3.35490

# 5
85
Properties=species:S:1:pos:R:3 method="wB97M-V/def2-TZVPD" spin_multiplicity=2 lumo_energy_ev="-7.074 / -6.743" total_energy_ha=-5916.30035 e_homo_ev="-13.77 / -13.77" orbital_gap_ev="6.70 / 7.03" total_charge=+2
C 0.74358 -1.57405 -3.05323
C -0.28111 -1.93922 -2.14237
C -1.60475 -1.89773 -2.59754
C -1.83905 -1.62379 -3.93898
C -0.82488 -1.24799 -4.84024
C 0.46922 -1.09778 -4.33562
P 0.04270 -2.20498 -0.35468
C -1.24787 -3.39371 0.11729
C -2.35004 -2.92098 0.83817
C -3.38119 -3.79584 1.12436
C -3.31200 -5.13591 0.72389
C -2.17167 -5.62032 0.05813
C -1.12797 -4.74179 -0.23903
Ti 0.50173 0.01562 0.53226
P 0.26537 2.30927 -0.24164
C -1.09751 2.21981 -1.48909
C -1.02211 2.58582 -2.84605
C -2.12344 2.37683 -3.67112
C -3.26618 1.74232 -3.19938
C -3.35270 1.34360 -1.87012
C -2.27430 1.57087 -1.01756
C -0.03964 3.75392 0.75088
C 0.81708 3.89916 1.85314
C 0.61558 4.92576 2.76339
C -0.44657 5.82951 2.57380
C -1.27764 5.69005 1.45223
C -1.07538 4.66022 0.53483
C 1.91490 2.74294 -1.00304
C 2.91367 1.74537 -0.95981
C 3.98284 1.82639 -1.85769
C 4.12453 2.96182 -2.66438
C 3.18627 4.00015 -2.59520
C 2.08519 3.90813 -1.75267
C 1.58005 -3.16723 -0.35514
C 1.97468 -3.91580 -1.47607
C 3.26617 -4.45035 -1.52718
C 4.14603 -4.26426 -0.44880
C 3.69638 -3.63104 0.71680
C 2.40365 -3.10863 0.78459
H 1.63935 3.20677 2.00797
H 1.26297 5.04123 3.63402
H -0.62449 6.63586 3.31731
H -2.10362 6.39745 1.32652
H -1.72794 4.55312 -0.32581
H -0.14130 3.04827 -3.28929
H -2.08543 2.71397 -4.71139
H -4.07125 1.49532 -3.86949
H -4.26538 0.88264 -1.49254
H -2.35656 1.25154 0.02326
H 2.79444 0.84464 -0.31539
H 4.69946 0.98879 -1.91917
H 4.97045 2.99022 -3.36475
H 3.30764 4.85473 -3.24958
H 1.35307 4.70325 -1.69203
H 1.29364 -4.06893 -2.32345
H 3.58334 -5.00737 -2.41109
H 5.17370 -4.64860 -0.50645
H 4.35955 -3.56439 1.57958
H 2.02760 -2.62753 1.69666
H -2.38670 -1.89148 1.16945
H -4.25252 -3.44204 1.65991
H -4.14910 -5.82115 0.92610
H -2.10563 -6.67388 -0.23902
H -0.23702 -5.11577 -0.74225
H -2.42773 -2.02892 -1.89685
H -2.86075 -1.69047 -4.30101
H -1.09304 -1.10256 -5.89482
H 1.32744 -0.68689 -4.90071
H 1.78040 -1.54933 -2.73714
H 0.82901 0.49023 -1.24544
H 1.01469 0.22753 -2.04061
Br -1.75687 2.38447 3.81012
C -1.12082 0.94849 4.89005
C -1.46996 0.91564 6.24261
C -1.07243 -0.17555 7.04675
C -0.36461 -1.24203 6.46421
C -0.05496 -1.20644 5.12063
C -0.39890 -0.10570 4.33151
C -0.05112 0.03666 2.93737
O 1.12008 0.34261 2.49547
O -0.92483 -0.11898 1.98574
H -2.07346 1.72231 6.68915
H -1.29413 -0.16982 8.11968
H -0.09164 -2.10428 7.04477
H 0.41173 -2.00975 4.60228